{
  "formula": "C5H8O",
  "method": "wB97M-V/def2-TZVPD",
  "homo_ha": -0.2712,
  "relative_energy_kcal_mol": 107.6,
  "species": ["O", "C", "C", "C", "C", "C", "H", "H", "H", "H", "H", "H", "H", "H"],
  "positions_angstrom": [[-0.414, -0.723, -1.206], [1.597, 0.064, -0.267], [0.625, -1.053, -0.458], [-0.513, 1.202, 0.593], [-1.614, -0.541, -0.594], [0.685, 0.521, 0.819], [1.634, 0.720, -1.137], [-1.103, 1.520, 1.454], [2.588, -0.247, 0.053], [-1.841, -1.200, 0.256], [0.900, 0.168, 1.832], [-0.616, 1.822, -0.294], [-2.408, -0.431, -1.348], [0.489, -1.839, 0.288]],
  "nbo_charge": [-0.442, -0.466, 0.110, -0.425, -0.101, -0.260, 0.228, 0.213, 0.223, 0.159, 0.210, 0.201, 0.175, 0.175]
}



{
  "formula": "C5H8O",
  "method": "wB97M-V/def2-TZVPD",
  "homo_ha": -0.3146,
  "relative_energy_kcal_mol": 110.5,
  "species": ["O", "C", "C", "C", "C", "C", "H", "H", "H", "H", "H", "H", "H", "H"],
  "positions_angstrom": [[-2.639, -0.723, 0.427], [1.854, 1.083, 0.246], [0.589, 0.886, -0.594], [-1.392, -0.449, -0.216], [-0.618, 0.663, 0.246], [-1.542, -1.395, 0.945], [-1.220, -1.080, 1.934], [-1.296, -0.915, -1.203], [0.327, 1.848, -1.071], [0.758, 0.172, -1.419], [-1.456, -2.456, 0.715], [2.663, 1.538, -0.329], [2.222, 0.124, 0.625], [1.624, 1.717, 1.104]],
  "nbo_charge": [-0.455, -0.592, -0.563, -0.140, 0.125, -0.036, 0.208, 0.185, 0.264, 0.177, 0.191, 0.210, 0.203, 0.223]
}